Entry 1:
A single C4H10N2 molecule, computed with ωB97M-V/def2-TZVPD.

## Properties
- Orbital gap: 0.3601 hartree
- 2S+1: 1
- E: -267.8888 Eh
- SMILES string: CCC/N=C\N

Each line ends with the Löwdin charge.
Element x y z (Å)
C (-1.2810, 0.3824, 2.3000)  -0.12
C (-0.5581, 0.5858, 0.9647)  -0.25
C (-0.9297, -0.5008, -0.0529)  -0.26
N (-0.3059, -0.4128, -1.3502)  0.00
C (0.8991, -0.2547, -1.6602)  -0.31
N (1.9793, 0.0395, -0.8428)  0.08
H (-1.5021, -0.6500, 2.5550)  0.07
H (-0.7240, 0.8802, 3.1020)  0.07
H (-2.2153, 0.9533, 2.3987)  0.07
H (-0.8744, 1.5032, 0.4721)  0.11
H (0.5014, 0.5814, 1.1873)  0.07
H (-1.9996, -0.4046, -0.2466)  0.11
H (-0.8372, -1.5293, 0.2918)  0.11
H (1.1953, -0.3408, -2.7158)  0.11
H (2.8831, 0.3363, -1.1782)  0.08
H (1.9519, -0.2392, 0.1069)  0.06

---

Entry 2:
A single C3H4N2O molecule, computed with ωB97M-V/def2-TZVPD.

## Properties
- Orbital gap: 0.3822 hartree
- 2S+1: 1
- E: -301.4629 Eh
- SMILES string: O=C1C=NCN1

Each line ends with the Löwdin charge.
Element x y z (Å)
O (-1.9152, -0.6851, -1.1525)  0.07
C (-0.8833, -0.2353, -0.7096)  -0.47
C (-0.5428, 1.1824, -0.3136)  -0.05
N (0.4580, 1.2481, 0.4670)  0.08
C (0.9240, -0.1206, 0.6723)  -0.22
N (0.2587, -0.9099, -0.3466)  0.08
H (-1.1220, 2.0531, -0.6140)  0.12
H (0.5755, -0.4375, 1.6637)  0.13
H (2.0132, -0.1775, 0.6369)  0.12
H (0.2339, -1.9176, -0.3035)  0.15

---

Entry 3:
A molecular structure, C9H13IrN, computed with ωB97M-V/def2-TZVPD.

## Properties
- Orbital gap (spin up / spin down): 0.2513 / 0.2323 hartree
- ⟨S²⟩: 8.7996
- 2S+1: 6
- E: -509.3005 Eh

Each line ends with the Löwdin charge.
Element x y z (Å)
C (0.1133, -1.5388, -1.4637)  -0.24
C (-1.1949, -1.4431, -0.8399)  -0.16
C (-1.0606, -1.8765, 0.5381)  -0.16
C (0.3386, -2.2564, 0.7611)  -0.17
C (1.0444, -2.0728, -0.4768)  -0.19
Ir (0.2241, 0.0157, 0.2280)  1.19
C (-1.0471, 1.5382, 0.1030)  -0.37
C (-0.6010, 2.8297, -0.8908)  -0.06
C (0.5951, 2.9403, -1.5807)  -0.13
N (2.1440, 0.2581, 0.3980)  -0.13
H (-1.8416, -1.9083, 1.2637)  0.10
H (-2.0893, -1.0854, -1.2955)  0.10
H (0.7569, -2.5654, 1.6871)  0.10
H (2.0844, -2.2152, -0.6270)  0.10
H (0.3349, -1.2758, -2.4708)  0.08
H (-1.8749, 1.3263, -0.5786)  0.02
H (1.2760, 0.1525, -1.4837)  0.06
H (-1.4735, 1.8073, 1.0763)  0.02
H (0.1968, 3.5246, -2.4718)  0.04
H (1.7166, 2.5589, -1.7169)  0.08
C (0.0847, 0.2748, 2.2104)  -0.30
H (1.0725, 0.0336, 2.5888)  0.00
H (-0.6668, -0.3493, 2.6866)  0.01
H (-0.1327, 1.3268, 2.3550)  -0.01

---

Entry 4:
2 unconnected molecules or ions with the total composition C3H4ClN3S, computed with ωB97M-V/def2-TZVPD.

## Properties
- Orbital gap (spin up / spin down): 0.2863 / 0.2458 hartree
- ⟨S²⟩: 2.0147
- 2S+1: 3
- E: -1139.2030 Eh

Each line ends with the Löwdin charge.
Element x y z (Å)
C (0.6262, 0.5496, -0.8674)  -0.25
C (-0.9903, 1.4585, 0.1586)  -0.93
C (-2.2154, -0.9707, 0.6238)  -0.54
N (0.4175, 1.4038, 0.0911)  0.07
N (-0.5382, 0.0608, -1.3484)  -0.06
N (-1.6298, 0.6918, -0.7907)  0.01
S (-1.7095, 2.4738, 1.2960)  0.74
Cl (-0.7182, -1.7332, 0.7635)  0.61
H (1.6355, 0.1099, -1.2095)  0.15
H (-2.9801, -1.5125, 0.0792)  0.02
H (-2.4496, -0.0702, 1.2673)  0.00
H (-0.8411, -0.6159, -2.0991)  0.18

---

Entry 5:
2 unconnected molecules or ions with the total composition C3H6N4, computed with ωB97M-V/def2-TZVPD.

## Properties
- Orbital gap (spin up / spin down): 0.3525 / 0.2795 hartree
- 2S+1: 1
- E: -336.7815 Eh

Each line ends with the Löwdin charge.
Element x y z (Å)
C (0.8893, 1.7548, 0.7236)  -0.19
C (1.8491, 0.9046, 1.1874)  -0.13
C (0.2933, -0.1839, 0.1316)  -0.17
N (-0.0809, 1.0519, 0.0588)  0.02
N (1.4496, -0.3556, 0.7945)  0.03
N (-2.4239, -1.0611, -1.2363)  -0.07
N (-1.3659, -1.8258, -1.0753)  -0.02
H (0.8250, 2.8212, 0.8149)  0.09
H (2.7470, 1.0701, 1.7467)  0.09
H (1.9314, -1.2202, 0.9707)  0.14
H (-2.9698, -0.9483, -0.3889)  0.10
H (-2.4085, -0.2532, -1.8545)  0.10
H (-0.7356, -1.7544, -1.8731)  0.03

---

Entry 6:
A molecular structure, C5H7NO, computed with ωB97M-V/def2-TZVPD.

## Properties
- Orbital gap: 0.3345 hartree
- 2S+1: 1
- E: -324.5723 Eh

Each line ends with the Löwdin charge.
Element x y z (Å)
C (-2.0562, 0.1489, 0.4161)  -0.16
C (-0.7754, 0.5090, -0.2711)  -0.03
N (0.3723, -0.9745, -0.0908)  0.09
C (0.4361, 0.3537, 0.5599)  -0.32
C (1.6656, 0.6680, -0.3146)  -0.03
C (1.3327, -0.6273, -1.0701)  -0.44
O (1.6833, -1.2021, -2.0571)  0.12
H (-2.4816, 1.1452, 0.6017)  0.08
H (-2.0344, -0.3862, 1.3833)  0.07
H (-2.7561, -0.3450, -0.2677)  0.07
H (-0.1016, -1.8345, 0.1473)  0.16
H (0.4871, 0.3853, 1.6541)  0.15
H (2.6323, 0.5630, 0.1902)  0.12
H (1.5960, 1.5964, -0.8813)  0.12